Entry 1:
This record from the Open Molecules 2025 dataset describes a structure of composition C9H24FO3Rb2. The level of theory is ωB97M-V with the def2-TZVPD basis set.

Values from the calculation:
Highest occupied orbital energy ... -12.22 eV
Total charge ... +1
Gap between HOMO and LUMO ... 8.96 eV
Relative energy (zero: lowest compared OMol25 entry of this formula, charge and spin) ... 0.00 kcal/mol

```
39
Properties=species:S:1:pos:R:3:forces:R:3:nbo_charge:R:1
Rb 2.271 -1.730 2.908 -0.3930 0.3694 -0.4175 0.990
Rb -2.009 -3.414 0.413 0.2646 0.6030 -0.1081 0.991
F -0.179 -1.331 1.331 0.1667 -0.4166 -0.1160 -0.939
C 0.222 1.449 3.071 -0.5102 0.2946 0.3000 -0.628
C 1.101 1.910 1.939 1.1458 1.8524 0.6099 0.094
C 2.411 2.724 2.300 -0.6049 -0.8811 0.4319 -0.621
O 1.524 0.777 1.231 0.8292 -0.0387 -0.6052 -0.775
H 0.801 0.776 3.703 -0.1753 0.0906 0.4284 0.163
H -0.662 0.925 2.707 0.2612 -0.4319 -0.3484 0.227
H -0.270 2.247 3.627 0.6563 0.2506 0.3540 0.230
H 0.542 2.643 1.358 -0.3111 -0.3255 -0.6489 0.163
H 3.073 2.139 2.938 0.0420 -0.3210 0.0613 0.186
H 2.242 3.641 2.865 -0.4382 0.0133 -0.1661 0.222
H 2.990 2.974 1.411 -0.2942 -0.0801 -0.1433 0.225
H 0.752 0.282 0.948 -0.4720 -0.5900 0.0707 0.503
C -2.668 -0.350 -1.507 0.7430 1.1738 -1.6504 -0.638
C -2.565 0.750 -0.462 0.2314 -1.5281 -0.9082 0.092
C -3.725 1.680 -0.594 0.1593 0.2160 0.4988 -0.621
O -2.619 0.052 0.758 -0.2164 0.3508 1.4161 -0.766
H -1.675 -0.689 -1.803 0.0541 -0.7213 0.4776 0.210
H -2.967 0.155 -2.426 -0.5453 -0.3880 -0.3062 0.215
H -3.367 -1.142 -1.238 0.0240 0.1368 -0.0297 0.189
H -1.588 1.220 -0.573 0.0134 0.4331 0.0142 0.159
H -3.804 2.112 -1.592 0.0363 -0.0893 0.0552 0.217
H -3.612 2.484 0.133 -0.4404 -0.0083 0.0596 0.220
H -4.583 1.039 -0.390 -0.4008 0.4693 0.0691 0.214
H -1.716 -0.178 0.991 0.4680 -0.4517 0.3316 0.498
C 2.625 -1.636 -1.269 -0.1647 1.4179 -0.4977 -0.623
C 1.249 -1.643 -1.939 1.3472 -1.7363 -0.1171 0.091
C 1.364 -2.356 -3.262 -0.0178 0.3015 -0.7048 -0.622
O 0.476 -2.455 -1.083 -1.3528 -0.6321 -0.1090 -0.794
H 3.277 -0.977 -1.843 0.2694 0.1329 0.2840 0.219
H 3.107 -2.612 -1.210 -0.4093 -0.1181 -0.0802 0.211
H 2.451 -1.215 -0.279 0.4974 0.1157 0.1924 0.185
H 0.794 -0.663 -2.085 0.1998 0.2593 0.2470 0.170
H 0.434 -2.323 -3.829 -0.0862 -0.2259 0.0752 0.214
H 1.711 -3.382 -3.138 -0.2241 -0.0425 0.1509 0.214
H 2.112 -1.864 -3.883 0.0248 0.1366 -0.0226 0.217
H 0.481 -2.021 -0.226 -0.3773 0.4091 0.8514 0.496
```
Positions in Å, forces in eV/Å.


Entry 2:
This record from the Open Molecules 2025 dataset describes a cluster of 2 separate species, C5H11O2 in total. The level of theory is ωB97M-V with the def2-TZVPD basis set.

Values from the calculation:
Highest occupied orbital energy ... -3.80 eV
Total charge ... -1
Gap between HOMO and LUMO ... 7.23 eV
Relative energy (zero: lowest compared OMol25 entry of this formula, charge and spin) ... 17.55 kcal/mol

```
18
Properties=species:S:1:pos:R:3:forces:R:3:nbo_charge:R:1
C -1.870 -3.597 -1.544 0.8151 -0.3104 0.9333 -0.605
C -0.653 -2.871 -0.992 1.2827 1.2857 -0.2401 -0.638
H -2.752 -2.979 -1.447 -0.3333 -0.1220 -0.1590 0.206
H -1.668 -3.882 -2.575 -0.2212 0.2791 -0.1459 0.198
H -1.973 -4.544 -1.009 -0.4764 0.0395 0.0961 0.189
H 0.254 -3.485 -1.016 -0.1100 0.0364 -0.4502 0.191
H -0.558 -2.391 -0.013 -1.2291 -0.7950 0.4789 0.235
H -0.479 -1.935 -1.544 0.2333 -0.4917 -0.5576 0.222
C 1.047 1.106 1.470 -2.0539 0.5253 -0.3739 -0.527
C 0.243 -0.204 1.273 -0.2012 1.6116 -0.9579 -0.632
C 0.611 2.083 0.292 0.8822 -0.6795 -0.2305 0.765
O 0.996 1.645 -0.818 -0.1236 -0.0150 -0.3888 -0.815
O 0.010 3.143 0.529 -0.2644 0.1279 0.5633 -0.778
H 0.657 1.577 2.386 1.0328 -0.0752 0.1331 0.188
H 2.109 0.980 1.312 0.2813 -0.0559 0.6262 0.201
H 0.258 -0.350 0.185 0.2802 -0.6703 0.3494 0.232
H -0.796 0.050 1.490 -0.1868 -0.1494 0.1909 0.190
H 0.519 -1.044 1.882 0.3923 -0.5413 0.1328 0.177
```
Positions in Å, forces in eV/Å.


Entry 3:
This record from the Open Molecules 2025 dataset describes the ion C2H3N2O2 with charge +1. The level of theory is ωB97M-V with the def2-TZVPD basis set.

Values from the calculation:
Highest occupied orbital energy (alpha / beta) ... -15.24 / -16.83 eV
Expectation value of S² ... 2.011
Total charge ... +1
Gap between HOMO and LUMO (alpha / beta) ... 6.95 / 8.49 eV
Multiplicity ... 3
Relative energy (zero: lowest compared OMol25 entry of this formula, charge and spin) ... 134.15 kcal/mol

```
9
Properties=species:S:1:pos:R:3:forces:R:3:nbo_charge:R:1
C 0.571 -0.707 0.438 0.4331 6.2344 4.1045 0.008
C -0.269 0.654 0.181 -1.5218 -0.8525 3.6238 -0.309
N 0.464 -1.707 -0.145 -0.5279 -6.8193 -5.8623 0.386
N -0.438 0.818 -1.157 -0.8684 6.7856 -2.1191 -0.013
O 0.409 -2.606 -0.898 -0.0028 1.9559 2.1441 0.005
O -0.697 2.338 -1.154 0.9428 -5.6822 -0.5960 -0.016
H 1.186 -0.677 1.341 0.1059 -0.1862 -0.0417 0.342
H -1.328 0.314 0.573 1.7501 0.6664 -0.0773 0.294
H 0.102 1.573 0.822 -0.3109 -2.1020 -1.1761 0.302
```
Positions in Å, forces in eV/Å.


Entry 4:
This record from the Open Molecules 2025 dataset describes a structure of composition CAuLiO2. The level of theory is ωB97M-V with the def2-TZVPD basis set.

Values from the calculation:
Highest occupied orbital energy (alpha / beta) ... -21.48 / -22.94 eV
Expectation value of S² ... 2.018
Total charge ... +2
Gap between HOMO and LUMO (alpha / beta) ... 9.65 / 8.01 eV
Multiplicity ... 3

```
5
Properties=species:S:1:pos:R:3:forces:R:3:nbo_charge:R:1
O -2.321 0.344 0.039 9.0329 -2.4935 0.2208 -0.203
C -1.144 0.064 0.032 -11.5431 2.8064 -0.2264 0.738
O 0.518 -0.492 0.224 -6.3005 -0.1854 0.3896 -0.686
Au 2.177 -0.850 0.362 8.5999 -2.8692 1.3419 1.214
Li 0.770 0.934 -0.656 0.2107 2.7417 -1.7260 0.937
```
Positions in Å, forces in eV/Å.